This record from the Open Molecules 2025 dataset describes 6 unconnected molecules or ions with the total composition C16H30FNO11S. The level of theory is ωB97M-V/def2-TZVPD.

Summary:
DFT total energy, eV: -54636.2940
Largest force on an atom, eV/A: 10.54
E_HOMO, Ha: -0.3573
Energy relative to the best compared isomer or geometry (same formula, charge and spin), kcal/mol: 31.7

```
! wB97M-V def2-TZVPD RIJCOSX def2/J DEFGRID3
* xyz 0 1
N -3.210 1.054 -0.171
H -2.221 1.075 -0.411
H -3.691 0.477 -0.792
H -3.631 1.811 -0.094
H -3.038 0.570 0.587
F -0.443 0.093 0.455
C 0.878 3.626 1.748
C 0.167 4.709 0.993
C -0.048 4.217 -0.395
O -1.331 3.861 -0.458
C -2.028 4.251 0.636
O -3.262 4.161 0.799
O -1.144 4.891 1.500
H 1.246 3.863 2.866
H 1.752 3.413 1.378
H 0.441 2.617 1.731
H 0.894 5.539 1.036
H 0.559 3.359 -0.555
H 0.216 5.128 -1.089
C 0.390 0.262 4.310
C -0.421 -0.740 3.572
C 0.561 -1.722 2.851
O 0.104 -2.989 3.303
C -0.799 -2.895 4.159
O -1.200 -3.907 4.814
O -1.346 -1.632 4.296
H -0.478 0.835 4.774
H 1.006 0.872 3.792
H 0.954 -0.303 5.091
H -0.854 -0.095 2.755
H 1.707 -1.601 3.171
H 0.570 -1.449 1.906
C 2.469 -0.453 -3.120
C 2.129 0.256 -1.755
C 2.527 -0.339 -0.506
O 3.746 0.360 -0.214
C 3.917 1.417 -0.907
O 4.693 2.316 -0.572
O 2.938 1.426 -1.874
H 2.330 0.216 -3.842
H 1.808 -1.285 -3.239
H 3.421 -0.691 -3.029
H 1.281 0.714 -1.483
H 2.605 -1.360 -0.722
H 2.020 -0.035 0.356
C -0.897 -3.933 -3.476
C -0.683 -2.408 -3.510
C -0.519 -1.974 -2.070
S -1.785 -2.823 -1.223
O -2.981 -2.099 -1.169
O -1.374 -3.544 -0.049
C -2.038 -4.036 -2.446
H 0.194 -4.283 -3.167
H -1.219 -4.409 -4.280
H -1.514 -1.902 -3.947
H 0.250 -2.227 -3.983
H -0.839 -0.844 -2.065
H 0.402 -2.195 -1.419
H -3.097 -4.132 -2.966
H -2.103 -5.087 -1.904
*
```